Record 1
Molecular formula: C3H5N3O
Method: DFT, ωB97M-V/def2-TZVPD

Properties
E_HOMO (spin up / spin down), eV: -8.7 / -8.7
Total charge: 0
LUMO energy (spin up / spin down), Eh: -0.0224 / -0.0224
HOMO-LUMO gap (spin up / spin down), eV: 8.107 / 8.106

Each line ends with the Löwdin charge.
Atoms and positions in Å:
C (1.643, -0.147, 0.456)  -0.18
N (-1.960, -0.675, -0.117)  0.06
C (0.577, -0.850, -0.251)  -0.01
N (-0.631, -0.329, 0.037)  -0.11
N (1.258, 1.096, -0.286)  0.06
C (-0.048, 1.266, -0.168)  -0.48
O (-0.838, 2.154, -0.264)  0.11
H (-2.444, -0.498, 0.759)  0.09
H (-2.403, -0.003, -0.745)  0.09
H (1.501, -0.081, 1.538)  0.12
H (2.645, -0.459, 0.176)  0.11
H (0.699, -1.474, -1.135)  0.14


Record 2
Molecular formula: C3H5N3O
Method: DFT, ωB97M-V/def2-TZVPD

Properties
E_HOMO, eV: -9.2
Total charge: 0
LUMO energy, Eh: 0.0303
SMILES: CC1=NN=CNO1
HOMO-LUMO gap, eV: 10.064

Each line ends with the Löwdin charge.
Atoms and positions in Å:
C (-2.006, 0.068, 0.015)  -0.01
C (-0.596, 0.095, -0.168)  -0.52
N (0.026, 1.189, -0.432)  0.12
N (1.439, 1.327, 0.167)  0.08
C (2.078, 0.281, 0.129)  -0.20
N (1.430, -0.921, -0.397)  0.08
O (0.137, -0.895, 0.210)  0.00
H (-2.191, 0.032, 1.038)  0.07
H (-2.577, 1.072, -0.006)  0.13
H (-2.648, -0.608, -0.547)  0.09
H (3.112, 0.086, 0.116)  0.10
H (1.796, -1.727, -0.126)  0.06


Record 3
Molecular formula: C3H5N3O
Method: DFT, ωB97M-V/def2-TZVPD

Properties
E_HOMO (spin up / spin down), eV: -9.7 / -9.8
Total charge: 0
LUMO energy (spin up / spin down), Eh: -0.0733 / -0.0344
HOMO-LUMO gap (spin up / spin down), eV: 7.678 / 8.913

Each line ends with the Löwdin charge.
Atoms and positions in Å:
C (1.738, -0.217, 0.904)  -0.19
N (-0.858, -0.274, -0.758)  0.15
N (0.873, -1.031, 0.068)  0.00
C (-0.835, 0.492, 0.226)  -0.39
C (-2.545, 0.787, -1.662)  -0.20
O (-0.984, 1.104, 1.184)  0.25
N (-3.457, 1.072, -2.323)  -0.04
H (-0.368, -0.116, -1.625)  0.11
H (0.403, -1.734, 0.641)  0.07
H (2.592, -0.857, 1.172)  0.09
H (1.305, 0.153, 1.842)  0.07
H (2.136, 0.622, 0.331)  0.08


Result set for ΔE to the lowest compared entry with this formula, charge and spin: 110.3; 128.8; 162.6 kcal per mole, one per record in the order listed.